315
Properties=species:S:1:pos:R:3:lowdin_charge:R:1 method="wB97M-V/def2-TZVPD" multiplicity=1 lumo_energy_ev=-3.2979 molar_mass_da=1938.46 e_homo_ha=-0.30783 charge=+2 orbital_gap_ev=5.1
F 8.48 15.79 12.19 0.125
F 21.08 17.06 20.55 0.148
F 21.86 24.46 21.22 0.094
F 20.88 26.39 21.38 0.120
F 19.76 18.52 19.85 0.072
F 22.20 25.65 22.94 0.079
F 21.56 17.90 18.69 0.177
F 10.45 17.42 21.67 0.139
F 16.48 18.61 27.74 0.201
F 12.14 18.67 21.38 0.101
F 13.34 23.67 20.70 0.104
F 8.16 16.27 14.31 0.183
F 10.88 18.79 23.14 0.094
F 15.63 17.90 25.83 0.105
F 17.10 19.36 25.96 0.104
F 12.89 22.04 22.06 0.078
F 7.53 17.51 12.80 0.154
F 14.54 21.89 20.61 0.129
O 17.52 15.82 27.08 -0.267
O 19.39 25.36 23.97 -0.284
O 16.99 21.26 29.66 -0.028
O 11.01 16.30 13.31 -0.138
O 13.45 19.86 16.31 -0.070
O 11.79 16.17 24.03 -0.137
O 10.85 22.15 19.96 -0.094
O 19.09 15.47 19.55 -0.103
O 17.95 11.78 23.79 -0.068
O 13.13 15.91 22.16 -0.244
O 12.41 21.57 18.41 -0.274
O 20.31 23.40 23.65 -0.162
O 19.08 17.51 27.20 -0.076
O 19.09 16.58 17.56 -0.239
O 10.49 18.29 12.30 -0.239
N 15.57 13.33 24.70 -0.255
N 14.32 25.54 17.10 -0.215
N 18.74 22.85 27.80 -0.300
N 14.38 19.28 13.19 -0.295
N 12.69 21.44 27.88 -0.206
N 18.96 14.34 14.24 -0.178
N 15.26 17.13 18.92 -0.171
N 9.87 12.68 21.44 -0.162
C 13.32 20.15 12.45 0.030
C 18.65 16.70 13.59 -0.171
C 15.37 15.67 18.46 -0.078
C 8.36 12.49 20.98 -0.028
C 11.07 15.38 14.38 -0.341
C 19.85 16.32 18.67 -0.470
C 14.11 21.69 27.37 -0.135
C 10.62 22.33 29.20 -0.176
C 20.78 21.09 24.01 -0.073
C 12.20 21.59 19.84 -0.357
C 9.27 14.39 19.62 -0.142
C 17.71 22.40 26.65 0.069
C 13.10 16.31 18.06 -0.116
C 14.23 20.70 15.47 -0.248
C 17.14 11.29 24.87 -0.201
C 10.39 13.89 20.57 -0.067
C 15.72 18.65 20.97 -0.168
C 17.36 23.62 18.64 -0.203
C 15.96 17.29 20.31 -0.088
C 15.54 18.89 12.18 0.036
C 13.95 15.08 18.32 -0.151
C 9.83 12.98 22.95 -0.119
C 10.00 17.40 13.22 -0.406
C 13.29 22.31 20.78 -0.508
C 19.90 18.51 26.49 -0.235
C 17.93 15.50 14.24 -0.088
C 19.62 11.88 11.18 -0.086
C 15.03 20.04 14.39 -0.084
C 17.51 22.38 19.59 -0.085
C 10.76 11.44 21.06 -0.102
C 14.66 12.45 23.83 -0.011
C 10.58 15.80 25.96 -0.055
C 19.99 24.64 22.92 -0.433
C 9.38 12.26 25.39 -0.251
C 21.20 18.72 27.29 -0.082
C 18.86 13.70 12.82 -0.094
C 12.69 27.11 17.94 -0.170
C 12.52 16.85 23.01 -0.419
C 14.25 26.70 16.07 -0.092
C 13.08 27.54 16.53 -0.157
C 18.66 13.27 15.33 -0.087
C 16.85 19.00 21.97 -0.205
C 15.73 25.01 17.27 -0.147
C 12.24 14.49 14.27 -0.100
C 8.74 22.45 21.28 -0.069
C 13.68 26.14 18.39 -0.085
C 16.33 14.25 23.75 0.030
C 12.16 22.42 28.97 -0.079
C 18.03 23.34 29.07 -0.095
C 11.59 16.75 25.29 -0.288
C 20.10 16.43 13.73 -0.157
C 11.49 17.92 22.30 -0.527
C 9.39 11.82 23.89 -0.143
C 13.66 18.00 13.55 -0.004
C 11.92 21.65 26.57 -0.083
C 19.72 21.74 28.17 0.022
C 13.28 10.75 20.92 -0.054
C 20.56 17.47 19.41 -0.574
C 10.07 24.81 29.67 -0.113
C 16.39 20.17 22.81 -0.097
C 17.26 12.71 15.39 -0.163
C 14.24 21.12 26.03 -0.159
C 15.93 23.77 18.10 -0.187
C 13.77 17.39 18.99 -0.088
C 18.18 13.34 20.27 -0.074
C 17.82 17.12 26.61 -0.466
C 17.09 11.70 16.54 -0.259
C 12.15 11.58 21.66 -0.217
C 9.95 23.39 30.14 -0.252
C 19.59 24.01 27.19 0.033
C 13.41 24.38 16.53 0.069
C 20.83 22.23 22.98 -0.242
C 10.29 22.18 21.30 -0.259
C 21.19 25.28 22.07 -0.499
C 16.72 18.23 26.56 -0.657
C 16.53 12.51 25.63 -0.059
C 17.68 22.32 30.14 -0.289
C 19.88 12.56 12.55 -0.217
C 8.36 13.16 19.53 -0.131
C 15.88 18.20 17.85 0.079
C 17.11 10.32 15.97 -0.111
C 18.95 14.10 19.20 -0.284
C 14.63 14.05 25.70 0.016
C 12.82 21.25 25.37 -0.092
C 12.53 20.00 28.40 0.060
C 20.31 15.08 14.40 -0.043
C 10.72 12.21 26.02 -0.124
C 8.50 16.71 13.17 -0.645
H 8.39 11.52 23.56 0.108
H 13.44 17.20 20.01 0.090
H 13.50 18.43 18.79 0.121
H 11.13 14.90 26.23 0.047
H 8.69 12.50 18.73 0.113
H 7.78 13.11 21.67 0.125
H 20.89 12.97 12.49 0.102
H 12.77 19.37 27.54 0.102
H 12.65 27.98 18.60 0.130
H 10.66 14.76 21.18 0.110
H 17.31 13.20 25.97 0.130
H 15.14 27.31 16.22 0.134
H 13.62 21.51 15.08 0.115
H 12.51 12.58 21.87 0.088
H 19.97 23.62 26.25 0.088
H 11.51 22.66 26.47 0.137
H 14.28 10.72 21.36 0.055
H 15.70 15.06 23.38 0.095
H 15.48 16.53 20.94 0.114
H 20.36 21.59 27.30 0.099
H 12.87 18.16 14.29 0.106
H 21.94 19.35 26.78 0.065
H 8.74 11.64 26.02 0.117
H 17.98 16.97 25.54 0.114
H 9.21 13.87 23.05 0.133
H 15.46 19.20 17.97 0.079
H 18.30 17.60 14.09 0.114
H 16.00 15.14 19.18 0.107
H 12.81 22.03 24.61 0.107
H 15.76 19.38 14.86 0.122
H 10.09 22.42 28.25 0.100
H 17.20 24.01 28.84 0.133
H 10.73 11.28 19.98 0.133
H 10.13 14.86 14.54 0.107
H 19.19 24.37 22.24 0.112
H 17.01 18.06 22.50 0.108
H 16.89 9.53 16.69 0.080
H 17.07 21.67 27.14 0.063
H 13.33 28.59 16.62 0.119
H 13.37 23.62 17.31 0.073
H 16.84 22.55 20.44 0.056
H 18.31 21.94 25.86 0.083
H 18.30 16.78 12.56 0.106
H 8.13 21.59 21.01 0.067
H 18.94 14.48 12.06 0.134
H 16.46 10.10 15.13 0.084
H 12.44 24.82 16.32 0.112
H 19.49 12.61 15.09 0.122
H 18.73 11.25 23.59 0.097
H 12.44 23.44 28.72 0.127
H 18.94 13.78 16.25 0.112
H 9.72 14.66 18.67 0.115
H 16.20 18.26 12.78 0.066
H 16.45 10.50 24.54 0.113
H 13.07 20.35 17.04 0.027
H 14.43 17.34 13.96 0.090
H 19.45 19.46 26.22 0.062
H 10.31 23.22 31.15 0.110
H 14.50 26.74 18.78 0.142
H 16.17 11.86 17.09 0.101
H 15.46 19.99 23.35 0.062
H 10.28 21.37 29.60 0.103
H 17.79 15.70 15.30 0.115
H 20.55 17.22 14.32 0.129
H 15.59 22.90 17.54 0.098
H 11.51 19.81 28.73 0.099
H 11.03 15.78 15.40 0.094
H 20.21 18.18 25.49 0.111
H 8.98 13.28 25.38 0.097
H 11.08 20.96 26.63 0.125
H 7.40 13.55 19.19 0.118
H 19.10 20.85 28.29 0.098
H 14.20 26.29 15.06 0.134
H 19.84 20.98 24.56 0.039
H 8.82 15.29 20.05 0.119
H 13.97 14.23 17.63 0.106
H 20.58 16.62 12.77 0.123
H 13.59 14.64 19.25 0.098
H 16.72 13.73 22.87 0.073
H 13.92 24.04 15.63 0.095
H 9.43 25.41 30.31 0.084
H 14.94 21.16 16.15 0.111
H 8.07 11.44 21.02 0.125
H 20.90 20.12 23.53 0.068
H 13.98 13.17 23.37 0.084
H 12.04 11.29 22.70 0.091
H 12.14 20.53 20.10 0.113
H 20.67 15.75 18.23 0.126
H 17.10 21.55 19.03 0.058
H 15.15 18.34 11.32 0.109
H 13.61 21.19 12.59 0.092
H 15.92 15.72 17.52 0.110
H 14.54 20.07 26.07 0.095
H 15.15 23.98 18.84 0.100
H 17.79 12.37 19.94 0.068
H 12.08 13.87 13.39 0.079
H 18.53 22.17 19.91 0.072
H 10.93 11.17 26.28 0.090
H 16.93 18.19 18.14 0.081
H 21.09 19.13 28.29 0.062
H 15.72 19.40 20.18 0.098
H 17.10 22.95 30.81 0.128
H 8.60 23.22 20.52 0.068
H 18.21 14.05 18.40 0.072
H 18.12 23.51 17.86 0.113
H 8.89 23.19 30.24 0.113
H 14.11 11.71 24.43 0.107
H 11.40 12.76 25.36 0.057
H 15.79 17.72 16.87 0.080
H 17.17 14.65 24.32 0.104
H 16.60 13.57 15.46 0.104
H 13.26 14.85 14.14 0.058
H 15.49 20.86 13.83 0.128
H 13.48 10.97 19.87 0.069
H 10.64 12.80 26.93 0.078
H 12.89 9.73 20.87 0.074
H 14.03 13.37 26.32 0.093
H 17.85 13.31 12.67 0.123
H 13.27 17.44 23.53 0.128
H 12.31 27.56 15.76 0.121
H 12.19 13.73 15.05 0.068
H 15.06 14.75 26.42 0.096
H 17.18 20.56 23.46 0.067
H 16.96 12.20 14.47 0.110
H 16.30 25.82 17.72 0.132
H 10.20 10.57 21.40 0.126
H 18.76 24.07 29.43 0.129
H 13.21 17.71 12.61 0.103
H 16.07 21.00 22.18 0.049
H 20.16 22.03 22.14 0.097
H 10.17 16.20 26.88 0.079
H 17.20 23.31 26.34 0.105
H 21.83 22.44 22.62 0.110
H 12.54 20.32 24.89 0.106
H 9.81 24.91 28.61 0.082
H 10.07 10.98 23.80 0.103
H 13.25 19.75 29.17 0.111
H 18.49 22.06 30.83 0.130
H 10.36 21.25 21.87 0.095
H 17.42 14.02 20.67 0.059
H 13.88 14.59 25.12 0.081
H 14.72 18.58 21.42 0.102
H 12.52 16.84 25.85 0.111
H 9.80 15.56 25.23 0.075
H 19.47 12.60 10.38 0.078
H 16.25 21.04 30.23 0.106
H 18.76 11.20 11.16 0.078
H 19.83 13.53 18.89 0.126
H 20.52 11.30 10.99 0.081
H 21.13 14.49 13.98 0.126
H 16.02 12.16 26.52 0.132
H 18.88 24.80 26.95 0.107
H 17.77 19.32 21.48 0.106
H 21.82 17.83 27.41 0.076
H 11.24 13.50 20.02 0.116
H 11.67 26.76 17.82 0.124
H 18.15 10.22 15.66 0.081
H 10.73 22.99 21.88 0.098
H 17.02 17.12 20.13 0.121
H 12.65 22.16 29.91 0.132
H 13.45 25.41 19.16 0.126
H 14.81 21.17 28.02 0.111
H 10.14 17.79 14.22 0.114
H 10.82 13.36 23.19 0.113
H 17.74 10.92 25.70 0.124
H 13.21 16.60 17.01 0.103
H 21.69 21.11 24.61 0.073
H 14.42 22.73 27.39 0.142
H 17.77 11.80 17.39 0.099
H 14.88 21.74 25.40 0.125
H 18.96 13.04 20.97 0.075
H 19.94 11.77 13.30 0.103
H 16.07 19.78 11.86 0.102
H 13.12 19.87 11.42 0.116
H 15.15 11.90 23.03 0.084
H 17.54 24.46 19.32 0.110
H 12.39 20.06 13.01 0.098
H 20.38 24.26 27.89 0.110
H 20.40 15.20 15.48 0.123
H 8.40 22.87 22.22 0.063
H 12.06 16.09 18.31 0.108
H 11.08 17.72 25.27 0.100
H 11.07 25.24 29.76 0.070
H 17.03 15.13 13.75 0.125
H 16.19 24.90 16.28 0.136
H 20.22 22.08 29.08 0.114